Formula: C29H50Cl2N6O3P
Source: the Open Molecules 2025 dataset
Level of theory: wB97M-V/def2-TZVPD

Geometry (Å):
C: -4.1278 -6.3475 -3.7603
C: -2.6833 -5.8451 -3.9211
N: -2.1822 -5.1868 -2.6701
P: -2.6711 -3.6456 -2.4654
C: -1.7217 -2.3856 -3.3965
C: -0.3763 -2.8897 -3.8569
O: -0.2091 -3.9384 -4.3788
O: 0.6866 -2.0456 -3.6249
C: 0.7083 -0.9294 -4.4423
C: 1.9561 -0.1292 -4.3538
O: -0.2380 -0.6627 -5.1357
C: -2.7601 -3.0792 -0.7894
Cl: -3.3564 -1.4515 -0.7573
C: -2.4556 -3.7308 0.3502
C: -1.9409 -5.1412 0.4296
Cl: -2.6729 -2.9707 1.8532
H: -4.1302 -7.4340 -3.7075
H: -4.7076 -6.0701 -4.6372
H: -4.5949 -5.9847 -2.8471
H: -2.0379 -6.7059 -4.0673
H: -2.5709 -5.1910 -4.7839
H: -1.1829 -5.3079 -2.5492
H: -3.9625 -3.5854 -2.9832
H: -2.2887 -2.1137 -4.2873
H: -1.5982 -1.5018 -2.7765
H: 1.8392 0.6117 -3.5615
H: 2.0598 0.3998 -5.3014
H: 2.8227 -0.7533 -4.1554
H: -1.1187 -5.3221 -0.2562
H: -2.7606 -5.8290 0.2241
H: -1.5680 -5.3420 1.4299
C: 2.7969 -0.1959 2.4489
C: 1.5750 -0.8409 1.8120
C: 0.6848 -1.5792 2.8191
C: 1.4045 -2.6729 3.4719
N: 1.9787 -3.5294 3.9796
H: 3.4566 -0.9400 2.8985
H: 3.3725 0.3449 1.6994
H: 2.4991 0.5160 3.2191
H: 1.8956 -1.5384 1.0341
H: 0.9775 -0.0680 1.3239
H: -0.1812 -2.0055 2.3125
H: 0.3252 -0.8905 3.5854
C: 2.6368 4.4113 5.8954
C: 3.6364 3.3002 5.6019
C: 4.2816 3.4259 4.2169
C: 3.2848 3.3594 3.1470
N: 2.4990 3.2933 2.3093
H: 1.7980 4.3940 5.1967
H: 2.2292 4.3002 6.9005
H: 3.1115 5.3920 5.8336
H: 3.1355 2.3311 5.6822
H: 4.4241 3.3184 6.3574
H: 5.0013 2.6218 4.0589
H: 4.8145 4.3738 4.1293
C: 1.0712 4.1914 -9.0132
C: 0.1063 3.2041 -8.3673
C: 0.3568 3.0215 -6.8647
C: 1.6996 2.5039 -6.6080
N: 2.7535 2.0904 -6.4034
H: 2.1029 3.8447 -8.9425
H: 0.8390 4.3148 -10.0701
H: 1.0077 5.1719 -8.5380
H: 0.1855 2.2370 -8.8668
H: -0.9183 3.5519 -8.5055
H: -0.3617 2.3191 -6.4383
H: 0.2506 3.9732 -6.3413
C: -6.5082 2.8199 -1.0866
C: -5.4765 1.7022 -1.1793
C: -4.6435 1.7674 -2.4666
C: -5.4953 1.6350 -3.6488
N: -6.1588 1.5230 -4.5802
H: -7.2355 2.7567 -1.8964
H: -7.0563 2.7566 -0.1475
H: -6.0304 3.7997 -1.1322
H: -5.9839 0.7362 -1.1226
H: -4.8009 1.7617 -0.3228
H: -3.9076 0.9618 -2.4887
H: -4.1050 2.7142 -2.5265
C: 3.4226 0.1278 8.5857
C: 3.9233 0.5811 9.9523
C: 3.8086 2.0969 10.1541
C: 4.6016 2.8224 9.1622
N: 5.2377 3.3781 8.3824
H: 4.0162 0.5646 7.7807
H: 3.4915 -0.9555 8.4923
H: 2.3792 0.4134 8.4349
H: 4.9633 0.2765 10.0780
H: 3.3483 0.0837 10.7345
H: 4.1609 2.3809 11.1459
H: 2.7690 2.4164 10.0639

Atomic forces in eV per Å
C 0.370 -0.099 -0.265
C -0.284 -0.474 0.291
N -0.077 0.111 -0.128
P 0.152 0.429 -0.158
C 0.011 -0.052 0.274
C 0.032 0.451 -0.092
O 0.077 -0.672 -0.081
O 0.042 -0.137 -0.033
C -0.251 0.671 -0.325
C -0.081 -0.236 -0.094
O 0.092 -0.326 0.221
C 0.114 0.033 0.654
Cl -0.141 0.031 -0.126
C 0.164 -0.344 -0.526
C -0.010 0.057 0.175
Cl -0.169 0.142 0.121
H -0.067 -0.015 0.086
H -0.219 0.068 0.132
H -0.111 0.144 -0.061
H 0.191 0.147 -0.123
H 0.095 0.054 -0.005
H -0.008 -0.105 0.005
H -0.064 -0.072 0.054
H 0.018 0.054 -0.046
H -0.156 0.075 -0.038
H 0.076 -0.013 0.051
H 0.134 -0.134 0.298
H 0.017 0.030 0.089
H -0.074 -0.016 -0.110
H 0.086 -0.107 -0.060
H -0.053 0.035 0.035
C 0.067 -0.066 0.025
C 0.126 0.105 -0.068
C 0.162 0.043 -0.191
C 0.045 -0.145 0.201
N -0.103 0.103 -0.132
H -0.062 -0.041 0.025
H -0.020 0.065 0.023
H 0.019 0.024 -0.007
H -0.052 -0.038 0.005
H -0.066 -0.028 0.027
H -0.023 0.044 0.080
H -0.015 -0.018 0.021
C -0.027 -0.045 -0.019
C -0.062 0.074 0.114
C -0.121 -0.067 0.143
C -0.094 0.020 -0.311
N 0.111 -0.025 0.209
H 0.022 0.020 -0.029
H 0.028 0.025 0.014
H -0.003 0.008 0.012
H 0.053 -0.028 -0.046
H -0.067 -0.035 -0.261
H 0.037 0.026 -0.047
H 0.017 0.005 -0.015
C -0.011 -0.030 0.001
C 0.067 0.105 -0.154
C -0.069 -0.028 -0.202
C 0.265 0.030 0.105
N -0.229 0.213 -0.192
H 0.003 0.006 0.039
H -0.010 0.019 0.000
H 0.009 0.007 -0.003
H -0.034 -0.033 0.049
H -0.028 -0.042 0.076
H 0.017 0.001 0.044
H 0.019 0.002 0.021
C -0.011 -0.028 0.012
C -0.080 0.097 0.120
C -0.197 -0.067 0.192
C 0.041 0.007 -0.308
N 0.080 -0.038 0.178
H 0.028 0.009 -0.033
H 0.010 0.017 0.010
H -0.004 0.007 -0.003
H 0.049 -0.032 -0.033
H 0.064 -0.028 -0.048
H 0.059 0.037 -0.048
H 0.003 0.008 -0.025
C 0.021 -0.014 0.016
C -0.052 -0.124 -0.136
C 0.057 -0.176 -0.005
C 0.146 0.230 -0.051
N -0.063 -0.126 0.280
H -0.010 0.039 0.009
H -0.021 -0.004 -0.001
H 0.000 0.003 -0.008
H 0.011 0.039 0.049
H 0.011 0.063 0.053
H -0.017 0.049 0.003
H -0.004 0.029 0.004

Summary:
- energy (a.u.) = -2950.7291
- maximum force (eV/A) = 0.8
- HOMO-LUMO gap (eV) = 9.1
- charge = +1

Formula: C29H50N9O9
Source: the Open Molecules 2025 dataset
Level of theory: wB97M-V/def2-TZVPD

Geometry (Å):
C: -2.4837 0.6058 -0.2276
C: -1.5071 0.7708 0.9212
C: -2.1715 0.4983 2.3009
C: -1.0787 0.5641 3.4234
C: -0.1293 -0.6652 3.1214
C: 0.6532 -0.4594 1.8051
N: -0.3248 -0.0971 0.6696
O: 0.0462 -0.4515 -0.4631
C: 1.4490 -1.7313 1.5064
C: 1.7384 0.6168 1.9108
C: -1.0689 2.1970 0.7501
H: -2.6608 -0.3950 -0.7231
H: -2.1503 1.0245 -1.1566
H: -3.4553 0.9699 0.0472
H: -2.5173 -0.4935 2.3186
H: -2.8894 1.2674 2.4821
H: -1.6470 0.8018 4.4267
H: -0.5869 1.4401 3.1899
H: -0.6550 -1.6004 3.2520
H: 0.5907 -0.5544 3.8955
H: 0.7436 -2.6352 1.4805
H: 2.0849 -2.1384 2.3595
H: 2.2219 -1.6010 0.8268
H: 2.3747 0.5184 2.6966
H: 1.3888 1.5273 2.3643
H: 2.0687 0.6512 0.9354
H: -1.8279 3.0695 0.4924
H: -0.3947 2.2573 -0.1007
H: -0.6759 2.5513 1.5388
N: 5.0761 3.6674 -1.3010
C: 4.2992 4.8677 -1.5602
C: 3.4437 4.9165 -0.2621
C: 3.8570 3.7457 0.6354
C: 4.8568 3.0171 -0.0993
H: 5.9366 3.5809 -2.1149
H: 4.5024 5.2715 -2.5726
H: 2.5926 5.5800 -0.1111
H: 3.3330 3.5345 1.5842
H: 5.6087 2.1596 0.3011
N: 2.1459 -6.4029 -1.4218
C: 1.0079 -6.6103 -2.0993
C: 0.1513 -5.3688 -1.9634
C: 0.8886 -4.3466 -1.1850
C: 2.1953 -5.1144 -0.7718
H: 2.8677 -6.9439 -1.4226
H: 1.1608 -7.4670 -2.6387
H: -0.7786 -5.1361 -2.5190
H: 0.7984 -3.3102 -0.9234
H: 2.9876 -4.6845 -0.1939
N: -2.6294 -0.7130 -3.8692
C: -1.6016 0.3107 -3.9555
C: -2.3065 1.6828 -3.7457
C: -3.6391 1.3914 -3.3596
C: -3.8139 -0.1377 -3.4674
H: -2.3129 -1.7049 -4.1987
H: -0.6558 -0.1750 -4.1961
H: -1.8275 2.5298 -3.9170
H: -4.3702 1.9587 -3.1903
H: -4.8016 -0.6870 -3.4477
N: 7.5002 -1.8432 2.3639
C: 7.2394 -0.5707 2.8237
C: 6.0117 -0.0883 2.0459
C: 5.5946 -1.1156 1.0774
C: 6.5629 -2.3142 1.4385
H: 8.1418 -2.5714 2.6682
H: 7.7550 -0.1827 3.7463
H: 5.7255 0.9226 2.0680
H: 4.9657 -1.0383 0.3053
H: 6.6353 -3.2925 0.9055
C: -7.8677 0.7491 1.1559
N: -6.4852 0.8375 0.5042
O: -6.3781 1.6839 -0.3521
O: -5.5568 0.3042 1.1638
H: -7.9465 -0.2965 1.3698
H: -8.5863 1.2645 0.5366
H: -7.8733 1.4442 2.0950
C: -6.0200 4.5697 -1.0792
N: -4.9382 4.6428 -0.0692
O: -3.8048 4.0901 -0.4135
O: -5.0807 5.3300 0.9305
H: -6.1461 5.5490 -1.6431
H: -6.8501 4.1901 -0.4758
H: -5.8851 3.7207 -1.9530
C: -0.8961 -6.3367 1.5085
N: -1.5386 -4.9281 1.8043
O: -0.9191 -4.1295 2.5204
O: -2.6285 -4.6971 1.3614
H: -1.0982 -6.8983 2.1916
H: 0.1038 -6.2265 1.4685
H: -1.2846 -6.5326 0.4299
C: 2.0688 2.3181 -2.3142
N: 2.4562 2.2651 -3.6263
O: 1.8639 3.0041 -4.4618
O: 2.9339 1.2730 -4.1721
H: 1.9846 3.2421 -1.8318
H: 2.9419 1.8070 -1.9471
H: 1.1909 1.9338 -2.2011

Atomic forces in eV per Å
C -0.489 -2.373 -1.771
C -2.479 -0.366 -1.081
C 2.863 0.475 0.441
C -2.784 -1.419 -0.437
C -0.999 2.471 1.107
C 0.192 -1.421 2.005
N 3.279 -1.321 -2.491
O -2.130 1.501 3.872
C -1.862 -2.663 2.487
C -3.776 1.097 0.067
C -2.516 0.953 -5.563
H 0.206 0.117 1.575
H 0.320 1.279 -0.140
H -0.246 0.422 0.152
H -1.299 -1.099 -0.151
H -0.843 0.198 -0.304
H 1.597 -1.392 -1.574
H 1.523 1.935 0.092
H -0.010 -0.328 -0.417
H 1.038 -0.634 0.591
H 0.975 1.178 -1.106
H -0.992 1.441 -0.125
H 0.746 -0.040 -2.210
H 2.665 -2.105 1.642
H -1.011 1.193 -1.109
H 1.737 0.962 -1.726
H 0.461 -2.609 0.359
H 0.331 0.064 0.041
H 3.537 2.419 5.750
N 2.085 1.902 -3.636
C -0.969 -3.642 5.419
C 2.786 -2.039 -2.621
C 0.099 1.706 -3.743
C 0.764 0.129 1.528
H -3.124 -0.513 3.759
H -0.803 0.308 1.205
H 0.493 -0.099 0.092
H 0.774 -0.008 -0.714
H -2.154 2.233 -1.360
N -4.732 8.303 2.692
C -1.338 5.287 1.704
C 2.398 -0.524 -0.107
C 4.069 -6.396 0.040
C -4.874 0.636 -2.944
H 5.217 -4.271 0.010
H -1.393 -1.976 -1.788
H 0.749 -0.622 0.521
H -0.657 0.041 -0.085
H 0.482 -0.474 0.033
N 2.134 1.707 -0.004
C -4.130 0.934 0.228
C -0.455 -8.740 0.584
C 6.639 -9.289 -2.661
C -0.453 2.682 -0.388
H -1.627 2.521 1.216
H 0.125 1.225 -0.103
H 1.909 3.765 -0.405
H -5.639 4.596 1.449
H 1.570 0.643 0.098
N -2.366 -1.072 -1.246
C -2.888 0.275 -1.485
C 3.437 -3.712 0.078
C 7.197 -2.267 6.827
C -2.163 4.044 -1.588
H 0.132 0.939 0.510
H -0.666 -0.310 -1.500
H -0.573 0.955 0.248
H -2.396 0.058 -2.622
H 0.196 1.102 0.806
C 0.926 1.506 1.150
N 0.406 1.218 3.420
O 0.690 -0.729 -0.580
O -1.707 0.647 -2.151
H -0.815 -0.321 0.325
H -0.167 -0.702 -0.651
H 0.635 -1.680 -1.422
C -0.715 -1.859 -2.497
N 4.638 -0.208 -1.213
O -3.737 1.529 1.433
O -0.196 -1.321 -1.317
H 0.059 -1.081 1.386
H -0.358 0.781 -0.469
H 0.388 2.169 2.626
C -1.528 7.511 -9.709
N 1.177 -0.241 1.044
O -0.119 -0.939 -0.724
O -0.241 -0.232 -0.389
H -3.145 -6.600 7.632
H 3.410 0.832 -0.212
H 0.551 -0.216 2.250
C 6.015 1.004 2.467
N -3.650 0.237 -9.590
O 0.797 1.317 2.351
O 1.770 -0.538 2.701
H 0.496 1.942 -0.101
H -0.343 -0.704 1.798
H -5.123 -3.295 0.418

Summary:
- energy (a.u.) = -2303.6950
- maximum force (eV/A) = 12.4
- energy relative to the best compared isomer or geometry (same formula, charge and spin) (kcal per mole) = 40.2
- HOMO-LUMO gap (eV) = 4.2
- charge = +1